The molecule C3H3NOS2 at a distorted geometry, computed with wB97M-V/def2-TZVPD.

## Properties
E_HOMO (spin up / spin down), eV: -9.0174 / -9.0170
Gap between HOMO and LUMO (spin up / spin down), eV: 7.9662 / 7.9631
M, g/mol: 133.2

XYZ file:
```
10
C3H3NOS2, DFT wB97M-V/def2-TZVPD
C -0.5886 -0.9070 0.6104
C -0.1749 -1.4980 -0.4763
C -0.1676 0.4563 0.9340
N 0.5939 1.0922 0.0032
O 0.3647 1.0066 -2.5659
S -0.5458 1.1767 2.3545
S 1.1318 0.4208 -1.4910
H -1.2443 -1.3529 1.3547
H -0.2256 -2.4355 -0.9723
H 0.8565 2.0408 0.2485
```

These are the natural (NBO) partial charges, in e, on atoms 1 to 6: -0.365 -0.144 0.071 -0.830 -0.877 -0.069

***

The molecule C3H3NOS2 at a distorted geometry, computed with wB97M-V/def2-TZVPD.

## Properties
E_HOMO, eV: -9.3888
Gap between HOMO and LUMO, eV: 8.6999
M, g/mol: 133.2

XYZ file:
```
10
C3H3NOS2, DFT wB97M-V/def2-TZVPD
C -0.2493 -0.3010 0.3944
C -1.1599 0.8019 0.0130
C 1.0977 0.3486 -0.0188
H 0.6935 -2.2781 -0.5504
H -0.2832 -0.4654 1.4793
H -2.2419 0.8653 0.1976
N -0.5680 1.8442 -0.4378
O 0.7838 1.5560 -0.5143
S -0.6090 -1.9074 -0.4148
S 2.5364 -0.4643 -0.1483
```

These are the natural (NBO) partial charges, in e, on atoms 1 to 6: -0.507 0.039 0.227 0.165 0.273 0.231